Computed, not measured: a 3-piece molecular cluster, C16H19BN3O2 overall, with ωB97M-V/def2-TZVPD.

Geometry as ORCA input:
```
! RIJCOSX wB97M-V def2-TZVPD def2/J DEFGRID3
* xyz 1 1
C -3.08921 -3.65772 -0.88336
O -3.07687 -3.04541 -2.22319
B -1.68610 -2.64220 -2.61623
O -1.15243 -2.76571 -3.99398
C -0.77785 -1.98039 -1.37289
C 0.64194 -2.60695 -0.82923
C 1.37496 -1.82976 0.45711
C 0.61342 -0.51012 1.06268
C -0.80101 0.03231 0.43134
N -1.40929 -0.72784 -0.72968
H -2.25109 -4.48437 -0.76436
H -4.13670 -4.20393 -0.76833
H -3.02457 -2.89253 0.00679
H -1.93646 -3.03468 -4.56489
H 1.09226 -3.56455 -1.33487
H 2.38690 -2.25857 0.88414
H 1.05647 0.09951 1.98275
H -1.39946 0.96003 0.84903
H -2.33766 -0.36703 -1.10386
N 4.68064 -0.77501 0.77445
C 4.39360 0.18696 -0.12975
C 5.26702 0.59377 -1.12563
C 6.51343 -0.01913 -1.19864
C 6.83904 -1.01198 -0.28030
C 5.89754 -1.35309 0.67737
H 3.41034 0.63728 -0.02940
H 4.98255 1.36993 -1.82699
H 7.22513 0.27417 -1.96487
H 7.80231 -1.50845 -0.31017
H 6.10297 -2.12465 1.41413
N -3.14984 2.54384 1.48827
C -3.70511 2.81110 2.69060
C -4.38365 3.98349 2.98254
C -4.49791 4.94411 1.98321
C -3.93489 4.69876 0.73505
C -3.27857 3.49455 0.53746
H -3.58633 2.03219 3.43817
H -4.81222 4.14389 3.96532
H -5.02150 5.87611 2.17523
H -4.00612 5.42736 -0.06454
H -2.82565 3.25471 -0.42047
*
```

## Properties
E	-26130.085	eV
LUMO	-0.17623	hartree
relative energy (zero: lowest compared OMol25 entry of this formula, charge and spin)	7.167	eV